{"formula": "CH12NO5", "method": "ωB97M-V with the def2-TZVPD basis set", "elements": ["N", "C", "O", "H", "H", "H", "H", "H", "H", "O", "H", "H", "O", "H", "H", "O", "H", "H", "O"], "positions_angstrom": [[-0.475760, -1.012283, -1.854960], [0.661173, -1.680602, -1.182927], [1.240646, -0.705050, -0.312429], [-0.242271, -0.576880, -2.738334], [-0.741113, -0.274300, -1.217800], [0.256227, -2.466135, -0.545593], [1.434211, -1.847186, -1.929655], [0.762089, -0.566720, 0.545744], [1.029480, 0.195777, 2.573135], [0.233560, 0.208250, 2.040639], [-0.494220, 1.595276, 1.679524], [0.048288, 2.901434, 1.720823], [-0.664726, 2.492339, 1.199824], [-1.004280, -2.431743, 1.497037], [-0.277162, -0.987130, 2.156753], [-1.088896, -1.816374, 2.242269], [-0.469276, 1.658616, -2.127273], [-0.232090, 2.845531, -1.446091], [0.024121, 2.467181, -2.300686]], "forces_ev_per_a": [[-0.35, -0.79, -0.23], [-0.63, 3.14, 0.87], [0.72, -0.63, -0.18], [0.37, -0.08, 0.12], [-0.29, 0.02, 0.08], [0.37, -0.64, -0.59], [-0.11, -1.00, 0.15], [0.02, 0.16, -0.20], [0.20, 0.19, 0.11], [0.46, -0.37, 0.04], [-0.40, 0.10, -1.18], [-0.30, 0.61, -0.63], [0.73, -0.53, 1.38], [0.02, 0.31, 0.36], [-1.85, -0.50, 0.12], [0.99, -0.02, -0.36], [0.26, -0.62, -0.69], [0.56, 0.72, 0.14], [-0.76, -0.06, 0.71]], "mulliken_charge": [-0.637, -0.138, -0.577, 0.292, 0.260, 0.160, 0.284, 0.395, 0.177, -1.024, 0.408, 0.256, -0.688, 0.226, 0.449, -0.805, 0.280, 0.337, -0.654], "total_charge": -1, "homo_ev": -5.33, "relative_energy_kcal_mol": 22.3, "lumo_energy_ev": 3.9, "gap_ev": 9.26}